Entry from OMol25: the molecule C4H7NO (wB97M-V/def2-TZVPD).

Each line ends with the natural charge from an NBO analysis.
Element x y z (Å)
C (0.979602, 1.779103, 0.360302)  -0.704
C (1.164217, 0.372870, 0.846472)  0.224
N (0.599100, -0.702710, 0.468539)  -0.506
C (-0.292556, -0.719969, -0.627706)  0.671
C (-1.388906, -1.743471, -0.474167)  -0.711
O (-0.121862, -0.078804, -1.644126)  -0.567
H (0.841694, 2.440861, 1.221571)  0.226
H (1.903255, 2.088550, -0.145504)  0.244
H (0.157765, 1.886991, -0.346492)  0.246
H (1.904409, 0.254852, 1.645608)  0.171
H (-2.167612, -1.570454, -1.217936)  0.231
H (-1.805342, -1.745554, 0.537080)  0.230
H (-0.945630, -2.731644, -0.642437)  0.244

Cartesian forces (eV/Å) of the 6 atoms listed first:
-0.101 -0.027 -0.030
-0.027 -0.127 -0.025
0.205 0.263 -0.010
-0.018 0.072 -0.304
-0.090 0.025 -0.027
-0.025 -0.266 0.349

Its HOMO energy is -9.56 eV. The structure (SMILES) is C/C=N\C(C)=O. For the molecular weight, the calculation gives 85.11 g mol⁻¹. The spin multiplicity is 1. Its energy above the lowest of the compared OMol25 structures with the same formula, charge and spin is 0.964 eV.

Entry from OMol25: a structure of composition C4H7NO at a distorted geometry (wB97M-V/def2-TZVPD).

Each line ends with the natural charge from an NBO analysis.
Element x y z (Å)
O (-1.576243, -1.112065, -0.218756)  -0.781
C (0.056335, -1.201594, -0.079062)  -0.069
C (0.522689, 0.025633, -0.828510)  -0.433
C (0.004214, 1.192604, 0.015921)  -0.517
C (0.618833, 1.368664, 1.327843)  0.271
N (1.086396, 1.496456, 2.375733)  -0.329
H (-2.022137, -1.775927, 0.329018)  0.475
H (0.300054, -2.107274, -0.647699)  0.190
H (0.530952, -1.293301, 0.907647)  0.200
H (0.083711, 0.071943, -1.828518)  0.232
H (1.611734, 0.051689, -0.902268)  0.226
H (-1.372824, 1.151532, 0.068470)  0.286
H (0.156286, 2.131640, -0.519819)  0.250

Cartesian forces (eV/Å) of the 6 atoms listed first:
3.237 -0.184 0.774
-2.394 -1.161 -1.835
-0.835 0.065 1.245
-3.728 1.401 -0.857
-0.225 -0.319 0.562
-0.200 -0.079 -0.696

Its HOMO energy is -10.69 eV. For the molecular weight, the calculation gives 85.11 g mol⁻¹. The spin multiplicity is 1. Its energy above the lowest of the compared OMol25 structures with the same formula, charge and spin is 2.658 eV.

Entry from OMol25: the molecule C4H7NO at a distorted geometry (wB97M-V/def2-TZVPD).

Each line ends with the natural charge from an NBO analysis.
Element x y z (Å)
H (1.326838, 1.365603, -1.048217)  0.338
N (0.678068, 0.673421, -1.447549)  -0.595
C (0.313352, -0.164164, -0.565652)  0.306
C (-0.757490, -1.165463, -0.854753)  -0.675
C (0.810144, 0.063107, 0.870746)  -0.595
C (-0.316996, 1.114741, 1.115911)  0.445
O (-0.340668, 2.305766, 0.967147)  -0.506
H (-1.322993, -0.843743, -1.731618)  0.243
H (-0.232388, -2.098594, -1.058723)  0.235
H (-1.445952, -1.343822, -0.016093)  0.218
H (0.658039, -0.641211, 1.694084)  0.231
H (1.914699, 0.169966, 0.760348)  0.246
H (-1.284652, 0.564393, 1.314369)  0.108

Cartesian forces (eV/Å) of the 6 atoms listed first:
-0.111 -0.281 -0.213
0.077 -0.331 0.055
-0.183 0.167 0.007
0.128 -0.236 -0.148
-0.172 0.294 -0.029
0.114 0.484 0.346

Its HOMO energy is -9.85 eV. The structure (SMILES) is [H]/N=C(/C)CC=O. For the molecular weight, the calculation gives 85.11 g mol⁻¹. The spin multiplicity is 1. Its energy above the lowest of the compared OMol25 structures with the same formula, charge and spin is 2.167 eV.

Entry from OMol25: the molecule C4H7NO (wB97M-V/def2-TZVPD).

Each line ends with the natural charge from an NBO analysis.
Element x y z (Å)
C (-0.975751, 1.331041, -0.328289)  0.380
N (0.217466, 1.392385, -0.741097)  -0.453
C (1.195877, 0.507132, -0.093553)  -0.263
C (0.612854, -0.846949, 0.408853)  -0.446
C (-0.875337, -0.837070, 0.124591)  -0.073
O (-1.433848, 0.411721, 0.573241)  -0.528
H (-1.776873, 1.852620, -0.862026)  0.172
H (1.649082, 1.055846, 0.743750)  0.210
H (2.013066, 0.330662, -0.801905)  0.205
H (0.800540, -0.974044, 1.484258)  0.212
H (1.051171, -1.699734, -0.126085)  0.212
H (-1.043279, -0.868206, -0.961473)  0.172
H (-1.434965, -1.655402, 0.579735)  0.200

Cartesian forces (eV/Å) of the 6 atoms listed first:
0.321 -0.183 -0.691
-0.182 0.099 0.320
0.139 -0.070 0.059
-0.100 0.022 -0.045
0.063 -0.346 -0.014
-0.166 -0.003 -0.259

Its HOMO energy is -9.83 eV. The structure (SMILES) is C1=NCCCO1. For the molecular weight, the calculation gives 85.11 g mol⁻¹. The spin multiplicity is 1. Its energy above the lowest of the compared OMol25 structures with the same formula, charge and spin is 1.558 eV.

Entry from OMol25: a structure of composition C4H7NO at a distorted geometry (wB97M-V/def2-TZVPD).

Each line ends with the natural charge from an NBO analysis.
Element x y z (Å)
C (1.789869, 0.142580, 0.216304)  -0.659
C (0.279843, 0.296459, 0.071220)  0.427
O (-0.502257, 1.123596, 0.858098)  -0.500
C (-0.731967, -0.680032, -0.227231)  -0.178
C (-1.670513, 0.190759, 0.601702)  -0.066
N (-0.621107, 0.167209, -1.393943)  -0.663
H (2.306893, 0.969314, 0.723711)  0.242
H (2.198368, 0.061302, -0.789143)  0.231
H (2.080841, -0.781899, 0.745457)  0.224
H (-0.586396, -1.750292, -0.195025)  0.200
H (-2.024383, -0.100011, 1.583071)  0.188
H (-2.491733, 0.535924, -0.054657)  0.207
H (-0.027460, -0.174907, -2.139562)  0.348

Cartesian forces (eV/Å) of the 6 atoms listed first:
-0.278 0.091 -0.428
-0.106 -0.005 -1.351
-0.874 -0.197 -0.392
-0.341 -0.629 0.483
0.066 0.125 0.534
1.842 0.881 0.735

Its HOMO energy is -8.61 eV. For the molecular weight, the calculation gives 85.11 g mol⁻¹. The spin multiplicity is 1. Its energy above the lowest of the compared OMol25 structures with the same formula, charge and spin is 3.931 eV.

Entry from OMol25: the molecule C4H7NO at a distorted geometry (wB97M-V/def2-TZVPD).

Each line ends with the natural charge from an NBO analysis.
Element x y z (Å)
C (-1.899139, -0.014709, -0.016691)  -0.258
O (-0.884624, -0.622135, -0.786374)  -0.530
C (0.347671, -0.700558, -0.123394)  -0.050
C (1.174950, 0.601880, -0.277786)  -0.556
C (1.262279, 1.404870, 0.943189)  0.281
N (1.326500, 2.038096, 1.909228)  -0.329
H (-2.243971, -0.692434, 0.780066)  0.173
H (-1.565388, 0.928899, 0.443299)  0.173
H (-2.721881, 0.193620, -0.704641)  0.198
H (0.205659, -0.936894, 0.940429)  0.181
H (0.897049, -1.523400, -0.587222)  0.198
H (0.699419, 1.206818, -1.057618)  0.265
H (2.194082, 0.375177, -0.610418)  0.255

Cartesian forces (eV/Å) of the 6 atoms listed first:
-0.213 0.149 0.100
0.055 -0.048 -0.080
0.220 -0.122 0.112
0.002 0.021 -0.056
0.036 0.591 0.805
-0.081 -0.632 -0.890

Its HOMO energy is -10.35 eV. The structure (SMILES) is COCCC#N. For the molecular weight, the calculation gives 85.11 g mol⁻¹. The spin multiplicity is 1. Its energy above the lowest of the compared OMol25 structures with the same formula, charge and spin is 1.603 eV.

Entry from OMol25: a structure of composition C4H7NO (wB97M-V/def2-TZVPD).

Each line ends with the natural charge from an NBO analysis.
Element x y z (Å)
C (2.260683, 0.154871, 0.125662)  -0.416
N (0.973804, -0.394782, -0.235570)  -0.609
C (-0.210576, -0.087517, 0.189420)  0.596
C (-1.284830, -0.803836, -0.422449)  -0.680
C (-2.055567, 0.464806, 0.010818)  -0.060
O (-0.823744, 0.990003, 0.696353)  -0.481
H (2.146569, 1.083087, 0.697166)  0.203
H (2.839546, 0.372347, -0.777013)  0.206
H (2.835260, -0.555571, 0.730448)  0.201
H (-1.611452, -1.729357, 0.049331)  0.226
H (0.121548, -1.020039, -1.051772)  0.442
H (-2.337363, 1.187771, -0.757722)  0.187
H (-2.853884, 0.338215, 0.745327)  0.186

Cartesian forces (eV/Å) of the 6 atoms listed first:
0.125 0.080 0.060
-0.118 -0.003 0.055
0.244 -0.183 -0.275
-0.271 -0.046 0.206
-0.441 0.106 -0.020
0.179 0.045 0.096

Its HOMO energy is -8.14 eV. For the molecular weight, the calculation gives 85.11 g mol⁻¹. The spin multiplicity is 1. Its energy above the lowest of the compared OMol25 structures with the same formula, charge and spin is 5.539 eV.

Entry from OMol25: a structure of composition C4H7NO (wB97M-V/def2-TZVPD).

Each line ends with the natural charge from an NBO analysis.
Element x y z (Å)
C (2.156285, 0.388209, -0.084516)  -0.024
N (1.339590, -0.016965, -0.973811)  -0.427
C (0.000717, 0.251129, -0.762197)  0.442
C (-1.092284, -0.520064, -0.814212)  -0.354
C (-1.742715, 0.517574, 0.060627)  -0.080
O (-0.508152, 1.308931, -0.027076)  -0.510
H (1.855590, 1.019485, 0.758105)  0.169
H (3.180166, 0.006404, -0.089111)  0.179
H (0.604676, -1.329946, 1.326108)  -0.019
H (-0.025452, -1.383909, 0.938782)  -0.001
H (-1.265015, -1.550173, -1.086932)  0.232
H (-2.608791, 1.021035, -0.369900)  0.193
H (-1.894619, 0.288295, 1.124127)  0.198

Cartesian forces (eV/Å) of the 6 atoms listed first:
-0.164 -0.222 0.104
0.065 0.126 0.185
0.214 -0.289 -0.059
0.165 -0.061 0.048
-0.388 0.052 -0.042
0.132 0.046 -0.019

Its HOMO energy is -8.80 eV. For the molecular weight, the calculation gives 85.11 g mol⁻¹. The spin multiplicity is 1. Its energy above the lowest of the compared OMol25 structures with the same formula, charge and spin is 4.419 eV.

Entry from OMol25: a cluster of 2 separate species, C4H7NO in total at a distorted geometry (wB97M-V/def2-TZVPD).

Each line ends with the natural charge from an NBO analysis.
Element x y z (Å)
C (1.736114, -0.657002, -1.644162)  -0.658
C (0.968756, -1.058626, -0.649574)  0.392
N (0.372976, -1.750351, 0.131554)  -0.416
C (-0.665317, -1.230767, 1.101440)  -0.441
H (1.328804, -0.678955, -2.709342)  0.241
H (2.653022, 0.025727, -1.627688)  0.247
H (-0.471034, -0.277274, 1.593555)  0.204
H (-0.687200, -2.069905, 1.908533)  0.215
H (-1.644135, -1.184523, 0.622153)  0.214
C (-0.953049, 2.184553, 0.273582)  0.280
O (-1.855491, 2.298536, 1.063092)  -0.494
H (-0.327507, 1.273425, 0.174417)  0.113
H (-0.455939, 3.125161, -0.237559)  0.101

Cartesian forces (eV/Å) of the 6 atoms listed first:
0.491 1.907 -2.086
1.342 -0.001 -1.465
-1.348 0.678 1.979
0.338 -2.614 0.870
0.232 -0.181 1.686
-1.357 -1.410 0.711

Its HOMO energy is -8.90 eV. The structure (SMILES) is C=C=NC.C=O. For the molecular weight, the calculation gives 85.11 g mol⁻¹. The spin multiplicity is 1. Its energy above the lowest of the compared OMol25 structures with the same formula, charge and spin is 3.831 eV.

Entry from OMol25: the molecule C4H7NO (wB97M-V/def2-TZVPD).

Each line ends with the natural charge from an NBO analysis.
Element x y z (Å)
C (1.304551, -0.767187, -0.291201)  -0.619
C (0.022325, 0.048422, 0.048593)  -0.038
C (-0.989175, -0.922264, 0.630287)  0.412
O (-0.778452, -2.112072, 0.620456)  -0.514
C (-0.310582, 1.533752, 0.318322)  -0.227
N (-0.314795, 1.004563, -1.014026)  -0.567
H (0.999323, -1.755323, -0.675507)  0.242
H (1.819282, -0.268102, -1.109133)  0.225
H (1.990635, -0.999222, 0.532256)  0.217
H (-1.901547, -0.539818, 1.138985)  0.118
H (-1.302779, 1.775831, 0.733068)  0.190
H (0.407309, 2.319756, 0.558591)  0.206
H (-1.235423, 0.903438, -1.417428)  0.356

Cartesian forces (eV/Å) of the 6 atoms listed first:
0.013 0.433 0.073
0.203 -0.474 -0.158
0.022 -0.280 -0.173
-0.467 0.376 0.247
0.211 -0.114 0.173
-0.370 -0.226 -0.338

Its HOMO energy is -9.71 eV. The structure (SMILES) is C[C@@]1(C=O)CN1. For the molecular weight, the calculation gives 85.11 g mol⁻¹. The spin multiplicity is 1. Its energy above the lowest of the compared OMol25 structures with the same formula, charge and spin is 2.531 eV.

Entry from OMol25: a structure of composition C4H7NO (wB97M-V/def2-TZVPD).

Each line ends with the natural charge from an NBO analysis.
Element x y z (Å)
O (2.564684, 0.892835, -0.353692)  -0.532
C (1.381484, 0.477115, -0.260962)  0.503
C (1.748378, -0.778914, -0.765271)  -0.184
C (-1.060854, -0.925262, 0.307454)  -0.621
C (-1.050436, 0.559175, -0.036441)  -0.208
N (0.284030, 1.138394, 0.100118)  -0.589
H (-0.443348, -1.496593, -0.395403)  0.222
H (2.102321, -1.413710, 0.059559)  0.164
H (-2.080349, -1.314762, 0.237577)  0.225
H (-0.691205, -1.094278, 1.323865)  0.215
H (-1.421841, 0.709537, -1.058359)  0.193
H (-1.713354, 1.106155, 0.640711)  0.203
H (0.380487, 2.140306, 0.200843)  0.410

Cartesian forces (eV/Å) of the 6 atoms listed first:
-0.135 -0.037 0.038
-0.045 -0.020 0.000
0.030 0.121 0.118
-0.006 -0.031 0.016
-0.152 -0.046 -0.008
0.239 -0.027 -0.093

Its HOMO energy is -8.86 eV. For the molecular weight, the calculation gives 85.11 g mol⁻¹. The spin multiplicity is 1. Its energy above the lowest of the compared OMol25 structures with the same formula, charge and spin is 4.005 eV.

Entry from OMol25: the molecule C4H7NO at a distorted geometry (wB97M-V/def2-TZVPD).

Each line ends with the natural charge from an NBO analysis.
Element x y z (Å)
C (1.261508, 0.582155, -1.276380)  -0.637
C (-0.106449, 0.284419, -0.669195)  -0.025
C (-0.153257, -1.132845, 0.123369)  -0.225
N (-0.367191, 0.117953, 0.713749)  -0.463
C (-1.224592, 0.277433, 1.743064)  0.529
O (-1.540509, -0.691991, 2.404181)  -0.593
H (1.904498, 1.235901, -0.685770)  0.223
H (1.152252, 1.011092, -2.280155)  0.219
H (1.756980, -0.380041, -1.410092)  0.221
H (-0.909820, 0.854761, -1.188400)  0.212
H (-0.950114, -1.849668, -0.067581)  0.206
H (0.707922, -1.616497, 0.630882)  0.211
H (-1.531229, 1.307328, 1.962328)  0.123

Cartesian forces (eV/Å) of the 6 atoms listed first:
0.195 0.003 0.109
0.266 -0.573 0.089
-0.050 0.216 -0.763
0.305 0.197 0.879
-0.127 -0.005 0.276
-0.366 0.518 0.203

Its HOMO energy is -9.44 eV. The structure (SMILES) is C[C@H]1CN1C=O. For the molecular weight, the calculation gives 85.11 g mol⁻¹. The spin multiplicity is 1. Its energy above the lowest of the compared OMol25 structures with the same formula, charge and spin is 2.947 eV.

For reference, energy by record: -7798.6801 -7796.9865 -7797.4776 -7798.0859 -7795.7134 -7798.0417 -7794.1051 -7795.2249 -7795.8130 -7797.1131 -7795.6397 -7796.6969 eV.